Record 1
23
Properties=species:S:1:pos:R:3:forces:R:3 method="wB97M-V/def2-TZVPD" de_lowest_kj_mol=295.7 max_force_ha_per_bohr=0.0971 homo_ev=-8.56 smiles=Cc1ccccc1.CC
C 0.76494 -1.35135 -2.71576 -0.890 -0.522 1.033
C -0.00349 -0.33113 -1.91078 1.245 0.381 1.168
C -0.78477 0.64922 -2.53692 -0.967 -0.359 -3.527
C -1.56704 1.54335 -1.83274 0.729 0.929 1.267
C -1.34082 1.54193 -0.45319 2.956 -2.272 -2.011
C -0.29723 0.76779 0.16480 -2.336 1.141 1.738
C 0.36610 -0.16592 -0.50433 0.742 -2.484 -3.830
H 1.54400 -1.83566 -2.07579 -0.508 0.412 -1.049
H 1.06690 -0.71896 -3.48193 1.984 0.730 -1.566
H 0.17728 -2.06781 -3.30616 -0.210 -0.209 0.828
H -0.98426 0.74680 -3.73446 0.961 -0.973 2.861
H -2.26687 2.33357 -2.27245 0.986 -1.630 0.487
H -2.12735 1.93396 -0.01059 -2.810 2.467 3.306
H -0.11225 0.62844 1.23410 -0.571 1.193 0.026
H 1.13471 -0.87539 -0.03725 -1.303 1.203 -0.709
C 0.51306 -0.87914 4.64052 3.109 -2.757 1.536
C 1.52965 -0.91940 3.37494 0.310 2.101 1.090
H 0.85285 0.00263 5.12247 -0.518 0.923 0.883
H -0.58428 -1.01255 4.68000 0.660 0.412 -1.244
H 0.86159 -1.73026 5.38126 -0.596 1.507 -1.306
H 1.97142 0.14963 3.20790 -1.182 -1.694 0.177
H 2.48074 -1.51990 3.35738 -1.420 -0.066 0.678
H 0.90317 -1.16659 2.57630 -0.371 -0.429 -1.837



Record 2
23
Properties=species:S:1:pos:R:3:forces:R:3 method="wB97M-V/def2-TZVPD" de_lowest_kj_mol=154.8 max_force_ha_per_bohr=0.0823 homo_ev=-8.83 smiles=Cc1ccccc1.CC
C -2.20514 -2.07179 -0.72613 0.040 2.910 -0.945
C -1.61922 -1.11554 0.28316 1.400 -0.160 -0.432
C -0.25968 -0.69373 -0.02908 -3.237 0.615 2.653
C 0.31095 0.22630 0.81283 2.795 0.825 0.233
C -0.29801 0.76390 1.95246 -2.187 -0.445 0.079
C -1.67731 0.51829 2.07030 0.665 -2.290 -0.641
C -2.34063 -0.53203 1.32097 2.780 2.104 -0.181
H -1.38574 -2.51053 -1.26769 0.225 0.268 -0.875
H -2.86580 -1.34242 -1.32591 0.889 -1.731 0.164
H -2.73080 -2.91302 -0.43382 -1.571 -1.281 1.257
H 0.25842 -1.10842 -0.83391 0.660 -0.497 -1.184
H 1.36080 0.56226 0.59191 -0.984 -0.560 0.313
H 0.13626 1.25690 2.84617 0.281 0.132 -1.398
H -2.16148 0.99678 2.87445 -0.818 0.327 0.837
H -3.34341 -0.79009 1.52365 -0.958 -0.228 0.132
C 3.34000 0.74927 -2.60206 0.716 -1.497 -1.143
C 3.23851 1.84970 -1.56733 -1.011 1.499 -3.245
H 4.31875 0.22498 -2.67540 -0.133 0.655 0.553
H 2.68630 -0.14443 -2.49480 -0.293 1.015 -0.082
H 3.26063 1.20794 -3.58792 -0.434 -0.354 -0.191
H 2.39438 2.57501 -1.92334 1.294 -1.288 0.951
H 4.16884 2.42250 -1.71532 -0.331 -0.111 1.191
H 2.96601 1.39633 -0.66871 0.212 0.090 1.955



Record 3
23
Properties=species:S:1:pos:R:3:forces:R:3 method="wB97M-V/def2-TZVPD" de_lowest_kj_mol=65.8 max_force_ha_per_bohr=0.0333 homo_ev=-8.96 smiles=Cc1ccccc1.CC
C 0.73200 -1.51806 1.75571 1.488 -0.452 -0.269
C 0.56916 -0.09541 1.32818 0.134 0.633 0.297
C 1.56055 0.54576 0.57469 -1.435 -0.473 0.802
C 1.39457 1.90422 0.33070 0.705 0.106 -0.225
C 0.31488 2.62365 0.82624 0.833 -0.461 0.559
C -0.64526 1.97919 1.61678 0.107 1.120 -1.278
C -0.51766 0.63741 1.83553 -0.030 -1.295 -0.741
H 1.80045 -1.77104 1.73308 0.074 0.265 0.110
H 0.36931 -2.28077 1.06009 -0.833 0.186 0.361
H 0.47329 -1.62594 2.80720 -0.581 -0.408 -0.219
H 2.36401 -0.11095 0.26986 0.378 0.566 -0.353
H 2.16756 2.44840 -0.20227 -0.067 -0.063 -0.108
H 0.38025 3.69353 0.69224 -0.578 0.093 -0.066
H -1.51909 2.55682 1.87311 -0.151 -0.150 0.497
H -1.32060 0.02637 2.22848 -0.065 0.312 0.589
C -1.01297 -0.54161 -2.85986 -0.657 -1.064 -0.458
C -1.04460 -1.70784 -1.86319 0.583 0.560 0.820
H -2.03747 -0.17792 -2.94123 0.285 0.672 -0.170
H -0.27060 0.19505 -2.57063 -0.343 0.339 0.456
H -0.66924 -0.84041 -3.85639 -0.323 -0.264 0.051
H -0.04680 -2.13546 -1.87875 0.054 -0.423 0.418
H -1.78802 -2.50489 -1.89436 -0.053 0.104 -1.046
H -1.25368 -1.30010 -0.86522 0.472 0.097 -0.027



Record 4
23
Properties=species:S:1:pos:R:3:forces:R:3 method="wB97M-V/def2-TZVPD" de_lowest_kj_mol=65.2 max_force_ha_per_bohr=0.0390 homo_ev=-8.90 smiles=Cc1ccccc1.CC
C 0.78395 -2.37888 -0.68030 0.283 -0.164 -0.289
C 0.14380 -1.09379 -1.14009 -0.511 -0.821 0.550
C 0.94134 -0.09074 -1.67567 -0.785 -0.317 -1.086
C 0.40860 1.17808 -1.90776 -0.172 -0.457 -0.243
C -0.87484 1.42762 -1.47019 -0.920 -0.193 1.278
C -1.69802 0.39569 -0.96786 0.509 0.525 -0.827
C -1.23847 -0.90420 -0.92221 1.042 0.813 0.506
H 0.24359 -3.25537 -1.03319 -0.107 -0.091 0.164
H 0.85121 -2.39436 0.40962 -0.314 -0.074 0.029
H 1.82235 -2.48529 -1.00149 -0.070 0.158 -0.267
H 1.83220 -0.47106 -2.16335 0.505 0.588 0.467
H 0.90520 1.93063 -2.50231 0.418 0.083 0.303
H -1.25274 2.43206 -1.32872 0.001 0.152 -0.662
H -2.70566 0.62337 -0.66099 -0.170 0.091 0.022
H -1.91005 -1.67233 -0.56388 0.264 -0.291 0.000
C 0.28305 0.09038 2.29027 0.847 -0.719 0.149
C 0.17468 1.57792 2.13981 -1.467 1.216 -0.626
H -0.49925 -0.53723 1.86591 -0.567 0.648 -0.170
H 1.15715 -0.25503 1.72343 0.219 -0.082 0.608
H 0.30722 -0.19063 3.34649 0.488 -0.113 -0.103
H 0.94972 2.23607 2.51806 0.675 -0.615 0.357
H -0.72351 1.97229 2.63885 -0.012 -0.197 -0.219
H 0.09849 1.86478 1.08558 -0.153 -0.138 0.061



Record 5
23
Properties=species:S:1:pos:R:3:forces:R:3 method="wB97M-V/def2-TZVPD" de_lowest_kj_mol=33.7 max_force_ha_per_bohr=0.0290 homo_ev=-9.06 smiles=Cc1ccccc1.CC
C -2.21219 -0.88366 0.79660 0.198 0.044 -0.266
C -1.40514 0.35745 0.50822 -0.353 0.318 -0.008
C -0.99494 1.16302 1.56160 0.568 0.059 -0.081
C -0.17634 2.26048 1.32911 -0.208 -0.346 -0.009
C 0.22326 2.55750 0.03753 0.464 0.423 0.462
C -0.25932 1.82391 -1.02364 -0.132 0.160 -0.732
C -1.09751 0.75465 -0.80209 -0.584 -0.822 1.096
H -2.20630 -1.55295 -0.06640 -0.073 0.009 0.081
H -3.24793 -0.65481 1.05253 0.013 0.027 -0.007
H -1.76122 -1.41069 1.63572 -0.081 -0.107 0.049
H -1.21827 0.90725 2.58727 -0.222 -0.127 0.060
H 0.14670 2.84222 2.17583 0.201 0.199 0.038
H 0.94715 3.34839 -0.12206 -0.182 0.087 -0.103
H -0.00511 2.12532 -2.03265 0.048 -0.115 -0.018
H -1.58757 0.15212 -1.55223 0.374 0.151 -0.588
C 1.98161 -1.44388 -0.04151 0.950 -0.037 -0.842
C 1.70485 -2.02720 -1.44073 -0.229 0.972 -0.392
H 1.35715 -0.57555 0.14151 -0.466 -0.339 0.555
H 1.98018 -2.26831 0.65855 -0.721 0.250 0.648
H 2.99203 -1.04525 0.06285 0.201 -0.061 -0.334
H 2.38643 -1.65366 -2.21164 0.253 -0.226 0.236
H 1.71527 -3.11094 -1.43655 0.002 -0.108 -0.134
H 0.73720 -1.66545 -1.81781 -0.021 -0.410 0.290



Record 6
23
Properties=species:S:1:pos:R:3:forces:R:3 method="wB97M-V/def2-TZVPD" de_lowest_kj_mol=24.7 max_force_ha_per_bohr=0.0178 homo_ev=-9.08 smiles=Cc1ccccc1.CC
C -2.06244 1.40153 0.11702 -0.679 -0.559 0.253
C -0.58803 1.20050 0.00921 0.308 -0.039 0.150
C -0.03172 0.45967 -1.02043 0.020 0.046 -0.815
C 1.34531 0.33706 -1.19233 -0.149 -0.404 0.588
C 2.18412 0.90399 -0.24970 0.216 -0.021 0.117
C 1.64957 1.61537 0.82149 0.095 0.048 -0.298
C 0.27952 1.75802 0.94508 0.058 0.222 -0.047
H -2.34718 2.44906 0.18083 0.038 0.119 -0.329
H -2.48966 0.95025 1.01356 0.279 -0.063 0.302
H -2.59815 0.88200 -0.68070 0.102 0.399 -0.235
H -0.67977 0.00653 -1.76460 -0.077 0.003 0.094
H 1.75426 -0.29702 -1.97465 -0.121 0.260 -0.033
H 3.25643 0.76955 -0.32459 -0.011 0.090 -0.048
H 2.31523 2.10272 1.52084 -0.020 -0.092 0.134
H -0.12105 2.35204 1.75452 -0.070 0.015 0.119
C -1.35295 -3.38043 -0.31385 0.524 0.176 0.573
C -0.43801 -2.71549 0.75207 -0.812 0.421 0.052
H -2.35529 -3.48203 0.10696 0.020 -0.144 -0.313
H -1.40568 -2.78727 -1.22678 -0.047 -0.053 0.008
H -0.95901 -4.36649 -0.56445 -0.243 0.015 -0.104
H 0.40253 -3.33977 1.04428 0.076 0.083 -0.071
H -1.03511 -2.50173 1.64557 0.194 -0.250 0.060
H -0.10184 -1.72233 0.44656 0.298 -0.272 -0.156



Record 7
23
Properties=species:S:1:pos:R:3:forces:R:3 method="wB97M-V/def2-TZVPD" de_lowest_kj_mol=139.7 max_force_ha_per_bohr=0.1024 homo_ev=-8.70 smiles=Cc1ccccc1.CC
C 2.65951 -1.54693 -1.33784 -1.608 -1.555 -4.765
C 1.36985 -0.88402 -1.16161 -0.658 1.381 -0.345
C 1.36700 0.46828 -0.78382 -2.575 -0.872 -0.483
C 0.13878 1.10757 -0.77061 -1.265 1.081 -0.528
C -1.08061 0.44004 -1.01781 1.498 -0.301 0.067
C -1.07602 -0.87963 -1.41806 0.163 -0.545 0.594
C 0.16553 -1.45294 -1.63034 0.847 -0.696 0.246
H 2.61271 -2.59384 -1.20642 0.129 -1.152 0.785
H 3.55206 -1.14278 -1.09371 2.421 1.595 1.979
H 2.81926 -1.52016 -2.47845 -0.264 -0.146 1.016
H 2.21007 1.08684 -0.74294 1.470 0.305 0.532
H 0.07861 2.21412 -0.71090 0.198 -0.820 0.320
H -1.99453 0.93941 -1.06744 -1.269 1.053 0.453
H -1.96868 -1.54608 -1.44420 0.545 1.027 -0.659
H 0.17017 -2.32888 -2.28262 0.371 -0.356 0.779
C -1.79108 1.63755 2.75448 1.441 0.588 -1.444
C -1.42034 0.71751 3.89092 0.787 1.186 0.833
H -2.83397 1.68264 2.46770 -0.305 -0.688 -0.083
H -1.60518 2.68302 3.02153 0.394 -0.072 -0.025
H -1.13650 1.38288 1.84271 -1.177 0.517 1.161
H -1.99165 0.98937 4.79291 0.256 -0.357 -0.181
H -1.58513 -0.29044 3.62378 -0.373 -1.231 -0.102
H -0.32300 0.79928 4.12624 -1.026 0.059 -0.152



Record 8
23
Properties=species:S:1:pos:R:3:forces:R:3 method="wB97M-V/def2-TZVPD" de_lowest_kj_mol=70.0 max_force_ha_per_bohr=0.0304 homo_ev=-9.02 smiles=Cc1ccccc1.CC
C -1.21194 0.67527 1.19593 -0.373 -0.959 -1.179
C -0.16549 1.34112 0.32693 0.039 -0.289 0.162
C 1.21794 1.28929 0.60478 -0.080 -1.166 -0.639
C 2.17222 1.75458 -0.28774 -1.201 0.748 0.484
C 1.71969 2.59174 -1.32929 1.017 -0.582 0.354
C 0.38511 2.59366 -1.65681 -0.199 0.143 0.415
C -0.54236 1.85026 -0.90295 0.563 1.229 -0.283
H -1.98388 0.38678 0.48584 -0.235 -0.291 -0.163
H -1.81695 1.20955 1.91581 0.664 0.682 0.472
H -0.87150 -0.27722 1.60306 0.175 0.242 0.324
H 1.57196 0.60547 1.36710 -0.183 0.305 0.464
H 3.19976 1.51019 -0.06241 0.197 0.389 -0.276
H 2.45141 3.19420 -1.85031 -0.123 -0.054 -0.335
H 0.02498 3.26127 -2.42864 0.011 -0.275 -0.279
H -1.54178 1.81473 -1.31412 -0.274 -0.118 0.471
C -0.07612 -2.94565 -0.29021 -0.100 0.812 0.333
C -1.08616 -3.02795 0.86269 -0.025 -0.781 -0.503
H 0.91369 -3.19370 0.09293 0.049 -0.208 -0.334
H -0.31779 -3.50991 -1.18911 -0.073 -0.377 0.257
H -0.03518 -1.90883 -0.63416 0.198 0.070 0.072
H -1.36589 -4.06141 1.08415 -0.012 -0.007 -0.123
H -0.63890 -2.66385 1.77903 -0.041 0.389 0.148
H -2.00280 -2.48959 0.62751 0.006 0.095 0.158



Record 9
23
Properties=species:S:1:pos:R:3:forces:R:3 method="wB97M-V/def2-TZVPD" de_lowest_kj_mol=47.9 max_force_ha_per_bohr=0.0387 homo_ev=-9.11 smiles=Cc1ccccc1.CC
C 2.88613 -2.09303 -0.97979 -0.730 1.206 0.607
C 2.10823 -1.00697 -0.22688 -0.020 -0.436 -0.605
C 0.75726 -1.19400 0.07547 1.315 0.035 -0.019
C 0.08580 -0.23454 0.79276 -1.884 -0.462 0.443
C 0.63740 0.95498 1.22231 0.874 -0.338 -0.932
C 1.95485 1.14084 0.82935 1.291 0.828 0.403
C 2.70338 0.20657 0.11960 -0.890 -0.868 0.408
H 3.43600 -1.56546 -1.75536 0.295 -0.444 -0.171
H 2.18051 -2.79945 -1.40770 0.147 -0.126 -0.142
H 3.54749 -2.60195 -0.28480 0.232 -0.125 -0.137
H 0.28450 -2.12139 -0.21521 -0.193 0.018 0.019
H -0.95377 -0.48509 1.00194 0.130 0.309 0.245
H 0.09417 1.72424 1.74698 -0.097 -0.102 0.138
H 2.52514 2.01664 1.13688 -0.421 0.137 -0.006
H 3.75524 0.34216 -0.07857 0.083 0.299 -0.082
C -2.77619 0.83973 -0.84807 0.060 1.308 0.347
C -3.70718 1.05080 0.35921 -0.944 -1.186 -0.610
H -1.89543 0.24439 -0.66066 -0.124 -0.430 0.133
H -3.26178 0.48986 -1.75550 -0.162 0.040 0.056
H -2.37227 1.84592 -1.01978 0.103 -0.236 -0.520
H -3.18566 0.92109 1.30394 0.023 0.489 0.099
H -4.54726 0.33846 0.38559 0.429 -0.241 -0.036
H -4.25658 1.98619 0.25829 0.482 0.326 0.362



Record 10
23
Properties=species:S:1:pos:R:3:forces:R:3 method="wB97M-V/def2-TZVPD" multiplicity=2 de_lowest_kj_mol=231.2 max_force_ha_per_bohr=0.1439 homo_ev="-13.96 / -13.96" charge=+1
C -2.26069 0.42264 -1.83748 -0.710 -1.439 -3.368
C -0.12005 0.29472 -0.78900 4.164 -5.750 1.022
C -1.10241 1.05508 -1.30830 0.061 -0.531 0.728
C 1.20141 0.66544 -0.54087 -4.089 1.140 -0.485
C -0.72776 2.38184 -1.34282 -2.994 6.078 -2.980
C 1.46649 2.02580 -0.57483 1.672 0.451 0.546
C 0.51032 2.86014 -1.06139 -1.152 0.593 0.139
H -0.20594 -0.83998 -0.75366 -0.524 1.551 0.147
H 1.91509 0.06369 -0.15803 1.963 -2.429 0.835
H -2.15898 -0.68745 -1.92161 0.274 0.902 0.239
H -2.33829 0.78944 -2.93054 -0.348 -0.316 1.484
H -1.51114 3.25103 -1.83776 2.087 -2.752 1.712
H 2.39774 2.36676 -0.13261 -0.052 0.288 -0.259
H 0.63367 3.89901 -1.07187 0.420 1.314 -0.219
H -3.20740 0.53928 -1.36251 -0.769 0.853 0.499
C 0.67862 -2.93710 1.67937 3.983 -0.453 2.339
C 0.61568 -1.72999 2.68879 -0.042 -1.451 0.183
H -0.16276 -3.51731 1.44743 -1.605 0.035 -0.674
H 1.38846 -2.74177 0.86811 -0.707 0.029 -0.390
H 1.28072 -3.70419 2.24893 -0.435 0.435 -0.624
H -0.44892 -1.53259 2.70325 -0.136 0.703 0.777
H 1.02071 -2.05915 3.75986 -0.909 1.149 -2.468
H 1.13542 -0.86532 2.22754 -0.153 -0.401 0.815



Record 11
23
Properties=species:S:1:pos:R:3:forces:R:3 method="wB97M-V/def2-TZVPD" multiplicity=2 de_lowest_kj_mol=51.7 max_force_ha_per_bohr=0.0329 homo_ev="-14.73 / -14.71" charge=+1
C -2.65990 0.09279 -0.50754 -0.676 -0.539 -0.859
C -1.22752 0.76093 2.86814 -0.991 0.066 0.226
C -2.14111 0.65010 1.86815 0.594 0.044 -1.153
C 0.12893 0.39748 2.66716 -0.509 -0.475 0.003
C -1.68161 0.27682 0.54745 0.184 0.224 0.855
C 0.52861 -0.15249 1.43339 0.826 0.504 -0.429
C -0.28469 0.00032 0.35022 -1.023 0.179 0.283
H -1.62528 1.08825 3.81795 0.507 0.104 0.254
H -3.18843 0.91539 1.94384 0.063 -0.113 0.422
H 0.84804 0.56104 3.45811 0.050 -0.121 0.014
H 1.53964 -0.51446 1.27663 -0.022 0.235 0.160
H -2.31473 -0.06384 -1.52900 0.413 -0.043 0.251
H -3.42637 0.84714 -0.54840 -0.166 0.887 0.214
H 0.03873 -0.01884 -0.66985 0.443 -0.625 -0.258
H -3.31623 -0.75522 -0.25728 0.305 -0.310 0.130
C 1.83778 -0.48841 -2.68583 0.695 0.416 0.735
C 2.83281 -0.59406 -1.51398 -0.798 1.369 0.592
H 0.77973 -0.37144 -2.43882 0.048 -0.667 0.280
H 2.01468 0.44403 -3.20671 0.454 -0.134 -0.670
H 2.04960 -1.38404 -3.25410 -0.591 0.133 -0.744
H 2.88987 0.33133 -0.91748 -0.361 -0.051 -0.085
H 2.52620 -1.37422 -0.81423 0.559 -0.325 -0.219
H 3.85128 -0.64859 -1.88781 -0.004 -0.759 -0.001



Record 12
23
Properties=species:S:1:pos:R:3:forces:R:3 method="wB97M-V/def2-TZVPD" multiplicity=2 de_lowest_kj_mol=189.1 max_force_ha_per_bohr=0.0937 homo_ev="-13.40 / -13.40" charge=+1
C 1.58876 -2.98329 -2.02107 0.047 3.016 2.726
C 2.69664 -2.18137 -2.66848 1.545 0.765 2.700
H 0.68075 -3.08635 -2.52460 -0.895 -1.243 -1.620
H 2.04900 -3.79720 -1.51353 -0.447 -1.162 0.094
H 1.11918 -2.33034 -1.17729 1.085 -0.883 -0.788
H 3.03309 -1.31522 -2.01267 -0.612 -0.810 -0.772
H 2.58314 -1.81857 -3.61717 -1.035 1.060 -2.446
H 3.61873 -2.72857 -2.76106 0.301 -0.725 0.119
C -0.93675 2.86198 -0.30926 0.247 1.041 -2.506
C -2.44564 0.67049 2.28033 -1.412 -0.105 0.809
C -2.29188 1.62130 1.29478 -4.747 0.796 -0.189
C -1.36497 -0.19964 2.55816 0.940 -0.607 0.668
C -1.10075 1.95168 0.79658 1.098 -0.968 -1.672
C -0.07037 0.18281 2.18682 -2.527 1.658 -1.692
C 0.05981 1.21087 1.19186 -1.418 -1.936 3.640
H -3.39326 0.59342 2.92254 1.345 -0.057 -1.386
H -3.26562 2.07395 0.83816 2.013 -0.425 1.161
H -1.61688 -1.15970 3.05910 0.636 0.876 -0.048
H 0.74614 -0.27249 2.61109 1.865 -1.299 0.433
H -0.67352 3.84972 0.12221 0.563 -0.334 -0.676
H -1.78235 3.05318 -0.99516 -0.389 -0.181 1.092
H 1.01215 1.38712 0.82637 1.605 0.589 -0.943
H -0.24540 2.41623 -1.08775 0.189 0.937 1.297



It is found that the total energy values, taken in the order of the records, are -9557.1163, -9558.5775, -9559.4993, -9559.5052, -9559.8323, -9559.9258, -9558.7335, -9559.4561, -9559.6847, -9549.0448, -9550.9051, -9549.4813 eV.